No. 1
ORCA calculation (wB97M-V/def2-TZVPD) on a structure of composition C36H101N9O11Sr at a distorted geometry.

Values from the calculation:
HOMO energy ... -0.297 hartree
Net charge ... 0
LUMO level ... 0.0132 Eh
HOMO-LUMO gap ... 8.4 eV

Geometry as XYZ:
```
158
C36H101N9O11Sr | the OMol25 dataset | wB97M-V/def2-TZVPD
Sr -1.758 1.743 -0.800
O -0.954 3.775 -1.802
H -0.280 3.723 -2.507
O -0.276 0.067 0.020
H 0.469 -0.546 -0.127
C 3.249 1.424 -3.334
C 2.674 0.544 -2.174
C 3.758 -0.169 -1.379
O 4.096 -1.377 -1.982
C 4.850 -2.178 -1.095
N 2.013 1.425 -1.281
H 2.482 1.961 -3.892
H 3.806 0.855 -4.079
H 3.894 2.214 -2.949
H 1.918 -0.157 -2.528
H 3.442 -0.297 -0.344
H 4.657 0.443 -1.307
H 4.304 -2.379 -0.173
H 5.801 -1.691 -0.880
H 5.154 -3.042 -1.685
H 1.459 2.112 -1.772
H 1.371 0.839 -0.767
C -3.421 -0.922 3.753
C -2.351 -1.324 4.803
C -1.980 -2.790 4.823
O -3.027 -3.691 5.067
C -2.638 -5.092 5.170
N -1.237 -0.419 4.694
H -3.940 0.002 4.007
H -4.246 -1.633 3.728
H -3.030 -0.830 2.739
H -2.792 -1.234 5.796
H -1.158 -2.932 5.524
H -1.561 -2.893 3.822
H -3.503 -5.693 5.452
H -1.907 -5.229 5.967
H -2.271 -5.486 4.222
H -0.753 -0.537 3.815
H -1.515 0.552 4.713
C -0.609 -3.134 -2.618
C -0.943 -3.549 -1.193
C 0.302 -3.594 -0.252
O -0.114 -3.883 1.063
C -0.490 -5.200 1.368
N -1.960 -2.714 -0.686
H -0.368 -2.075 -2.710
H -1.348 -3.411 -3.369
H 0.402 -3.469 -2.852
H -1.215 -4.601 -1.280
H 0.868 -2.662 -0.266
H 1.077 -4.265 -0.622
H -1.270 -5.454 0.650
H -0.859 -5.064 2.385
H 0.381 -5.856 1.368
H -1.408 -1.869 -0.636
H -2.104 -2.847 0.305
C 2.369 -0.213 2.541
C 1.721 -1.557 2.495
C 1.813 -2.376 3.863
O 3.171 -2.789 4.198
C 3.922 -3.629 3.292
N 0.272 -1.326 2.317
H 3.413 -0.215 2.855
H 1.738 0.439 3.146
H 2.330 0.109 1.500
H 2.305 -2.053 1.720
H 1.161 -3.229 3.671
H 1.445 -1.855 4.746
H 3.289 -4.453 2.962
H 4.779 -4.180 3.680
H 4.295 -3.154 2.384
H 0.103 -0.685 1.555
H 0.003 -2.261 2.043
C -4.833 2.876 1.810
C -5.196 3.059 0.340
C -6.208 4.171 0.116
O -7.520 3.887 0.552
C -8.469 4.815 0.188
N -3.910 3.161 -0.408
H -5.701 2.929 2.468
H -4.170 3.632 2.230
H -4.416 1.891 2.023
H -5.676 2.133 0.024
H -6.190 4.307 -0.965
H -5.759 5.097 0.475
H -9.461 4.469 0.480
H -8.419 4.973 -0.889
H -8.319 5.779 0.674
H -4.227 3.428 -1.329
H -3.430 3.948 0.005
C 3.674 3.070 1.481
C 5.071 2.817 0.925
C 5.713 1.507 1.354
O 5.583 1.403 2.764
C 6.069 0.170 3.319
N 5.147 3.174 -0.478
H 3.019 2.273 1.131
H 3.216 3.993 1.125
H 3.623 3.176 2.564
H 5.716 3.529 1.440
H 6.759 1.445 1.054
H 5.174 0.726 0.817
H 5.774 -0.005 4.353
H 7.157 0.108 3.363
H 5.758 -0.722 2.775
H 4.671 4.062 -0.557
H 4.533 2.525 -0.949
C -5.048 0.605 -2.819
C -3.843 -0.387 -2.797
C -2.692 -0.017 -3.728
O -2.005 1.086 -3.173
C -0.817 1.245 -3.920
N -3.412 -0.495 -1.392
H -5.847 0.412 -2.104
H -5.416 0.768 -3.831
H -4.729 1.600 -2.507
H -4.194 -1.349 -3.171
H -3.159 0.267 -4.671
H -2.015 -0.857 -3.882
H -0.200 1.971 -3.391
H -1.089 1.789 -4.825
H -0.214 0.351 -4.075
H -2.918 -1.370 -1.291
H -4.224 -0.693 -0.824
C 2.331 -2.043 -4.930
C 2.680 -1.181 -6.137
C 2.878 -1.858 -7.506
O 3.180 -1.018 -8.592
C 4.576 -0.762 -8.875
N 1.564 -0.244 -6.217
H 1.354 -2.516 -5.031
H 2.317 -1.389 -4.057
H 3.112 -2.798 -4.851
H 3.529 -0.583 -5.808
H 1.978 -2.396 -7.803
H 3.663 -2.609 -7.408
H 5.135 -0.426 -8.001
H 4.811 0.076 -9.532
H 5.075 -1.678 -9.189
H 1.426 0.154 -7.135
H 0.682 -0.734 -6.174
C 0.029 3.302 1.622
C -0.768 2.462 2.634
C -1.747 3.281 3.563
O -2.415 2.319 4.409
C -3.397 2.889 5.272
N -1.539 1.536 1.821
H -0.675 3.874 1.018
H 0.639 2.749 0.908
H 0.654 3.882 2.302
H -0.017 1.921 3.211
H -2.426 3.897 2.975
H -1.206 4.045 4.122
H -2.739 3.326 6.024
H -4.019 2.121 5.730
H -4.003 3.686 4.842
H -2.070 1.003 2.495
H -0.794 0.911 1.547
```

Here are the Löwdin charges for atoms 1 to 6, given in e: Sr 1.43; O -0.60; H -0.11; O -0.54; H -0.04; C -0.02


No. 2
ORCA calculation (wB97M-V/def2-TZVPD) on a structure of composition C36H102As2F15N8O10 at a distorted geometry.

Values from the calculation:
HOMO energy ... -0.299 hartree
Net charge ... +5
LUMO level ... -0.2931 Eh
HOMO-LUMO gap ... 0.2 eV

Geometry as XYZ:
```
173
C36H102As2F15N8O10 | the OMol25 dataset | wB97M-V/def2-TZVPD
C 2.827 -7.426 12.007
C 1.682 -6.783 11.206
C 2.251 -5.836 10.089
O 1.159 -5.473 9.174
C 1.452 -4.740 8.001
N 0.705 -7.836 10.517
H -0.072 -8.074 11.117
H 0.335 -7.319 9.732
H 1.193 -8.676 10.240
H 2.555 -8.007 12.888
H 3.471 -6.585 12.262
H 3.306 -8.113 11.310
H 0.971 -6.300 11.875
H 3.181 -6.190 9.644
H 2.583 -4.881 10.497
H 2.172 -5.337 7.442
H 1.950 -3.791 8.199
H 0.567 -4.749 7.365
C 6.763 4.428 5.784
C 5.946 3.460 6.623
C 6.494 2.016 6.728
O 6.058 1.199 7.769
C 6.483 -0.167 7.582
N 6.121 4.130 7.995
H 7.089 4.247 8.256
H 5.619 5.001 8.090
H 5.711 3.560 8.721
H 6.417 5.459 5.859
H 6.667 4.183 4.727
H 7.845 4.441 5.921
H 4.873 3.422 6.434
H 7.560 2.130 6.924
H 6.343 1.466 5.800
H 6.203 -0.739 8.467
H 7.538 -0.297 7.340
H 6.018 -0.416 6.628
C -4.272 -0.063 11.593
C -4.093 0.740 10.267
C -2.864 0.438 9.346
O -3.108 0.660 7.971
C -2.521 1.762 7.304
N -5.400 0.542 9.385
H -6.305 0.694 9.809
H -5.379 1.043 8.509
H -5.490 -0.450 9.219
H -4.548 -1.052 11.228
H -5.195 0.128 12.142
H -3.451 -0.064 12.309
H -4.035 1.817 10.429
H -2.703 -0.640 9.366
H -1.919 0.791 9.759
H -2.871 1.880 6.278
H -1.483 1.440 7.213
H -2.618 2.577 8.021
C -4.092 -4.525 2.159
C -5.124 -3.623 2.833
C -5.395 -4.009 4.397
O -6.342 -3.165 5.047
C -7.668 -3.397 4.662
N -4.947 -2.108 2.595
H -5.162 -1.878 1.636
H -5.427 -1.461 3.204
H -3.958 -1.968 2.745
H -3.061 -4.176 2.100
H -4.338 -4.624 1.101
H -4.275 -5.490 2.630
H -6.056 -3.993 2.405
H -4.504 -3.972 5.024
H -5.522 -5.086 4.508
H -7.987 -2.933 3.728
H -8.234 -2.765 5.346
H -8.210 -4.314 4.891
C 7.761 3.019 -2.289
C 7.860 1.829 -3.251
C 7.962 0.466 -2.529
O 7.955 -0.764 -3.315
C 8.431 -1.926 -2.648
N 6.608 1.691 -4.155
H 5.753 1.558 -3.633
H 6.526 2.520 -4.725
H 6.726 1.001 -4.883
H 6.803 2.902 -1.783
H 7.624 3.977 -2.790
H 8.554 2.987 -1.542
H 8.744 1.898 -3.886
H 7.287 0.276 -1.695
H 8.925 0.508 -2.019
H 9.521 -1.916 -2.659
H 7.915 -2.836 -2.955
H 8.046 -1.690 -1.656
C 2.316 -2.092 -13.833
C 1.866 -1.562 -12.423
C 2.263 -2.397 -11.237
O 2.004 -1.746 -9.983
C 2.135 -2.426 -8.733
N 2.518 -0.176 -12.099
H 3.369 0.024 -12.603
H 1.977 0.573 -12.507
H 2.769 -0.025 -11.133
H 2.290 -1.271 -14.549
H 1.570 -2.818 -14.156
H 3.250 -2.654 -13.866
H 0.835 -1.209 -12.391
H 3.321 -2.652 -11.293
H 1.692 -3.321 -11.332
H 3.146 -2.095 -8.496
H 1.992 -3.507 -8.753
H 1.482 -2.119 -7.916
C -1.523 4.165 -7.334
C -2.654 4.935 -7.969
C -3.754 5.427 -7.009
O -4.747 6.339 -7.356
C -5.616 5.873 -8.323
N -2.052 6.168 -8.606
H -1.425 6.666 -7.990
H -1.539 6.101 -9.473
H -2.742 6.867 -8.841
H -1.021 4.840 -6.641
H -0.800 3.905 -8.108
H -1.895 3.268 -6.839
H -2.966 4.353 -8.837
H -3.289 5.617 -6.042
H -4.231 4.482 -6.751
H -6.303 5.125 -7.928
H -5.073 5.446 -9.165
H -6.354 6.540 -8.770
C -6.455 11.086 -0.693
C -5.447 10.439 -1.724
C -4.874 9.038 -1.406
O -5.913 8.111 -1.533
C -5.597 6.832 -1.002
N -6.330 10.410 -3.104
H -6.635 11.360 -3.258
H -5.815 10.058 -3.898
H -7.216 9.927 -3.064
H -6.000 11.417 0.241
H -7.365 10.517 -0.503
H -6.822 12.005 -1.151
H -4.678 11.163 -1.994
H -4.535 9.034 -0.370
H -3.951 8.739 -1.904
H -5.418 7.058 0.049
H -4.714 6.330 -1.398
H -6.411 6.148 -1.243
As -6.695 -1.356 -4.350
F -5.329 -2.530 -4.170
F -5.918 -0.363 -3.067
F -8.133 -0.229 -4.509
F -7.283 -2.304 -5.746
F -7.649 -2.319 -3.125
F -5.944 -0.306 -5.569
As 0.925 0.710 0.053
F 2.021 1.552 1.161
F 0.157 -0.045 1.521
F -0.146 -0.169 -1.037
F 1.619 1.524 -1.449
F 2.182 -0.633 -0.026
F -0.262 2.091 0.209
C 2.776 -9.533 -6.270
O 2.240 -8.466 -5.433
O 1.763 -10.417 -6.703
C 3.627 -8.964 -7.481
F 4.402 -10.019 -7.918
F 2.890 -8.485 -8.495
F 4.404 -7.938 -7.239
C 2.904 -8.010 -4.260
C 2.116 -6.965 -3.432
H 1.254 -7.483 -3.012
H 2.750 -6.664 -2.598
H 1.839 -6.028 -3.917
H 3.854 -7.560 -4.551
H 3.107 -8.869 -3.620
H 3.409 -10.201 -5.687
```

Here are the Löwdin charges for atoms 1 to 6, given in e: C -0.02; C -0.24; C -0.13; O -0.23; C -0.08; N 0.25


No. 3
ORCA calculation (wB97M-V/def2-TZVPD) on a cluster of 10 separate species, C36H102F3N9O13 in total at a distorted geometry.

Values from the calculation:
HOMO energy ... -0.692 hartree
Net charge ... +6
LUMO level ... -0.4937 Eh
HOMO-LUMO gap ... 5.4 eV

Geometry as XYZ:
```
163
C36H102F3N9O13 | the OMol25 dataset | wB97M-V/def2-TZVPD
C -2.629 -2.289 5.602
C -1.134 -2.041 5.315
C -0.937 -1.625 3.863
O 0.430 -1.276 3.607
C 0.625 -0.672 2.333
N -0.622 -0.951 6.239
H -1.130 -0.049 6.132
H -0.706 -1.212 7.226
H 0.364 -0.756 6.076
H -2.824 -3.080 4.874
H -3.271 -1.438 5.396
H -2.764 -2.663 6.614
H -0.550 -2.933 5.543
H -1.517 -0.710 3.694
H -1.283 -2.443 3.228
H 1.687 -0.473 2.242
H 0.036 0.234 2.161
H 0.292 -1.325 1.516
C 0.342 4.621 2.804
C 0.894 3.200 2.887
C 2.342 3.034 2.409
O 2.731 1.711 2.537
C 4.024 1.336 2.195
N 0.754 2.675 4.311
H 1.162 3.382 4.928
H -0.228 2.510 4.611
H 1.249 1.791 4.401
H 0.676 5.018 1.842
H 0.857 5.297 3.493
H -0.730 4.733 2.934
H 0.263 2.493 2.344
H 2.873 3.763 3.042
H 2.422 3.419 1.387
H 4.194 1.382 1.109
H 4.251 0.296 2.439
H 4.811 1.940 2.659
C -6.021 2.583 -5.386
C -6.585 2.295 -3.985
C -5.546 1.791 -2.991
O -4.845 0.659 -3.435
C -4.160 -0.011 -2.419
N -7.277 3.516 -3.428
H -7.308 3.500 -2.404
H -6.779 4.378 -3.681
H -8.226 3.725 -3.762
H -6.790 2.849 -6.116
H -5.661 1.673 -5.865
H -5.271 3.374 -5.374
H -7.360 1.528 -3.990
H -6.121 1.526 -2.094
H -4.779 2.535 -2.731
H -3.168 0.444 -2.274
H -4.011 -1.050 -2.718
H -4.661 -0.017 -1.446
C 2.568 -4.434 4.561
C 3.751 -3.470 4.588
C 4.338 -3.344 3.179
O 3.427 -2.600 2.388
C 3.770 -2.675 1.021
N 3.264 -2.094 5.060
H 2.805 -2.187 5.961
H 4.106 -1.510 5.103
H 2.744 -1.613 4.315
H 2.214 -4.666 5.564
H 2.986 -5.341 4.119
H 1.784 -4.163 3.854
H 4.509 -3.799 5.296
H 4.493 -4.368 2.828
H 5.319 -2.857 3.134
H 3.950 -3.708 0.706
H 4.675 -2.131 0.739
H 2.975 -2.344 0.352
C -2.095 3.104 -3.947
C -1.577 3.889 -2.774
C -2.476 3.922 -1.542
O -1.841 4.758 -0.588
C -2.653 4.759 0.605
N -0.142 3.442 -2.379
H -0.079 2.710 -1.652
H 0.312 3.123 -3.231
H 0.368 4.270 -2.063
H -2.240 2.032 -3.761
H -1.432 3.115 -4.818
H -3.080 3.402 -4.302
H -1.412 4.930 -3.053
H -2.819 2.940 -1.199
H -3.404 4.430 -1.832
H -2.047 5.260 1.358
H -2.733 3.741 0.998
H -3.638 5.220 0.560
C 1.652 -0.553 -7.297
C 0.420 -0.423 -6.415
C -0.619 -1.514 -6.583
O -1.769 -1.064 -5.905
C -2.665 -2.104 -5.530
N 0.921 -0.452 -4.971
H 1.514 -1.258 -4.781
H 1.565 0.334 -4.880
H 0.141 -0.330 -4.308
H 2.194 -1.494 -7.193
H 2.360 0.270 -7.155
H 1.375 -0.451 -8.347
H -0.135 0.509 -6.518
H -0.248 -2.497 -6.263
H -0.858 -1.662 -7.642
H -2.908 -2.668 -6.433
H -3.542 -1.632 -5.092
H -2.286 -2.810 -4.781
C 5.597 2.231 -1.900
C 5.681 0.763 -2.337
C 6.583 -0.099 -1.509
O 6.012 -0.257 -0.231
C 6.943 -0.781 0.730
N 4.221 0.256 -2.390
H 4.124 -0.594 -2.940
H 3.864 0.121 -1.432
H 3.600 0.955 -2.790
H 5.143 2.864 -2.665
H 6.524 2.705 -1.589
H 4.936 2.297 -1.028
H 5.994 0.724 -3.381
H 7.580 0.344 -1.449
H 6.704 -1.062 -2.023
H 6.456 -0.711 1.699
H 7.867 -0.201 0.737
H 7.237 -1.811 0.516
C -1.016 -3.404 -2.055
C 0.134 -3.968 -1.243
C -0.211 -4.761 0.040
O 1.038 -5.050 0.624
C 0.972 -6.011 1.685
N 0.900 -4.967 -2.118
H 1.585 -5.436 -1.509
H 0.268 -5.670 -2.508
H 1.470 -4.498 -2.818
H -1.574 -2.694 -1.449
H -1.656 -4.218 -2.404
H -0.677 -2.902 -2.963
H 0.974 -3.294 -1.063
H -0.707 -5.712 -0.179
H -0.871 -4.092 0.599
H 1.909 -5.946 2.230
H 0.719 -6.974 1.245
H 0.263 -5.764 2.483
N 0.530 0.278 -1.027
O 0.143 1.203 -0.284
O -0.282 -0.064 -1.947
O 1.634 -0.303 -0.838
C -2.972 1.514 4.792
O -2.581 1.504 3.405
O -1.853 1.860 5.460
C -4.137 2.495 5.071
F -3.928 3.730 4.593
F -5.292 2.028 4.570
F -4.313 2.626 6.383
C -3.523 1.092 2.452
C -2.813 0.781 1.157
H -2.066 1.584 1.106
H -2.210 -0.130 1.197
H -3.509 0.807 0.323
H -4.312 1.807 2.199
H -4.049 0.168 2.731
H -3.238 0.495 5.097
```

Here are the Löwdin charges for atoms 1 to 6, given in e: C 0.01; C -0.29; C -0.16; O -0.21; C -0.09; N 0.23


The evaluated relative energy (zero: lowest compared OMol25 entry of this formula, charge and spin) for the records listed, in turn: 17.6; 136.5; 45.0 kcal per mole.